The following is a DFT calculation (wB97M-V/def2-TZVPD) of a structure of composition C47H71GeN4O4P3Rb.

Last column: Löwdin charge in e.
Atoms and positions in Å:
1 Rb 0.0881 -0.1255 0.6643  0.963
2 Ge 1.0137 1.8371 3.0362  1.058
3 P -0.1931 -3.1740 1.5519  0.989
4 P 2.2850 1.3462 -1.2727  1.079
5 P -2.4216 -1.0349 -1.1851  1.064
6 O -1.6666 0.1701 2.4173  -0.220
7 O 1.1818 -1.5299 -1.1413  -0.279
8 O -1.2872 1.8050 -0.2739  -0.246
9 O 2.3347 -0.8359 1.6957  -0.212
10 N -0.7159 -5.5452 2.9787  -0.159
11 N -0.2905 0.4628 -2.5948  -0.043
12 N 0.2197 -3.7134 4.2706  -0.145
13 N 1.6296 -4.9594 2.7381  -0.154
14 C 1.0432 3.8137 -1.0983  -0.132
15 C 3.1059 0.9108 -3.9420  -0.127
16 C -4.0917 1.4430 -4.0352  -0.100
17 C 2.9545 3.8148 -2.6805  -0.109
18 C 4.8128 4.7814 3.7035  -0.034
19 C -1.5306 0.7538 -3.0860  -0.345
20 C -2.9667 2.0914 -4.5283  -0.089
21 C -1.2164 -3.2414 -2.3575  -0.140
22 C -3.4716 -2.7330 -3.2932  -0.109
23 C 4.3390 -0.6063 -1.3127  -0.115
24 C -4.0160 -0.9691 -0.1471  -0.536
25 C 1.9269 3.5717 5.7076  -0.046
26 C 3.5634 3.1993 2.4050  -0.122
27 C 2.4275 3.2316 -1.3744  -0.534
28 C 2.0591 0.9015 -3.0294  -0.311
29 C -3.9408 0.4820 -3.0532  -0.115
30 C 3.1530 5.1831 6.9962  -0.083
31 C 0.0739 0.0979 5.2875  -0.135
32 C 1.4673 -1.3237 6.6205  -0.084
33 C 0.2156 -0.8215 6.3107  -0.083
34 C 4.0406 5.3465 5.9716  -0.037
35 C 2.6360 3.0210 3.3982  -0.247
36 C -0.1341 -2.6537 3.3496  -0.350
37 C 1.5460 -4.2348 3.9993  -0.186
38 C 1.4559 -4.0802 1.5994  -0.325
39 C 3.8977 4.6269 4.7661  -0.166
40 C -1.7175 1.7525 -4.0675  -0.043
41 C 2.9315 0.5402 -5.2610  -0.099
42 C 2.0880 4.2816 6.8634  -0.069
43 C 0.6375 -6.0204 2.7397  -0.197
44 C -5.2842 -1.7162 -0.5640  -0.112
45 C 0.6214 0.1147 -4.8061  -0.041
46 C -2.6130 -2.7143 -2.0335  -0.530
47 C 1.1739 0.5425 4.5682  -0.347
48 C 5.2697 1.7263 -1.2632  -0.108
49 C -2.6916 0.1351 -2.5566  -0.314
50 C -1.1976 -4.7302 1.8810  -0.335
51 C -0.5432 3.0989 3.4804  -0.215
52 C 0.7644 0.5177 -3.4593  -0.332
53 C 2.8074 3.7241 4.6190  -0.177
54 C -0.7346 -4.8054 4.2327  -0.193
55 C 2.4227 0.0212 4.8836  -0.125
56 C -4.3506 0.4832 0.2050  -0.123
57 C 2.5740 -0.9027 5.9008  -0.083
58 C 4.0838 0.8371 -0.8781  -0.533
59 C 1.6755 0.1278 -5.6864  -0.088
60 C 4.6570 4.0680 2.5486  -0.074
61 H 3.7624 0.5661 -5.9504  0.095
62 H 5.1115 2.7618 -0.9715  0.058
63 H 2.2533 -3.3312 1.6173  0.071
64 H -5.0737 1.6918 -4.4100  0.095
65 H 1.8139 -4.9310 4.8023  0.129
66 H 0.5885 -1.8404 3.4492  0.061
67 H 0.8947 -6.7334 3.5315  0.128
68 H -2.1321 0.9477 2.7436  0.051
69 H 1.5772 -2.0484 7.4135  0.104
70 H -0.9123 0.4594 5.0314  0.091
71 H -5.7651 -1.2684 -1.4295  0.060
72 H -0.6530 -1.1540 6.8628  0.107
73 H -1.7256 2.4419 -0.8482  0.069
74 H 4.3482 -0.6935 -2.3973  0.070
75 H -2.2296 -4.4383 2.1019  0.085
76 H 5.6385 5.4716 3.8201  0.112
77 H -1.2009 3.2072 2.6207  0.000
78 H 1.1205 2.8623 5.6187  0.079
79 H 0.3524 3.5132 -1.8850  0.071
80 H -1.1186 2.7347 4.3266  0.011
81 H -3.0701 2.8664 -5.2765  0.102
82 H 5.3677 4.1796 1.7378  0.102
83 H -0.7137 -2.5655 -3.0485  0.071
84 H -0.6837 1.3482 -0.8966  -0.080
85 H -1.7420 -4.4108 4.3968  0.128
86 H 5.4939 1.6928 -2.3269  0.064
87 H -1.9237 0.1167 1.4876  -0.079
88 H 1.5553 -4.6744 0.6816  0.092
89 H 4.8732 6.0313 6.0663  0.111
90 H 6.1567 1.3676 -0.7370  0.080
91 H -1.2032 -5.3425 0.9725  0.086
92 H 2.2546 -3.4024 3.9897  0.125
93 H 0.6667 -6.5329 1.7732  0.127
94 H -5.9982 -1.6776 0.2603  0.079
95 H 3.5705 -1.2751 -0.9291  0.045
96 H 1.3996 -2.0908 -1.8938  0.069
97 H 4.0805 1.2402 -3.6237  0.078
98 H -5.0896 -2.7634 -0.7803  0.063
99 H -0.1476 4.0797 3.7249  0.018
100 H 3.2690 5.7408 7.9130  0.101
101 H -1.2789 -4.2227 -2.8276  0.078
102 H 3.4426 2.6614 1.4722  0.061
103 H -4.4886 -2.4100 -3.0987  0.056
104 H 2.3184 3.5236 -3.5140  0.078
105 H -0.6245 -3.3359 -1.4477  0.028
106 H 3.9696 3.5008 -2.8972  0.057
107 H 3.0853 3.5237 -0.5476  0.079
108 H -4.8215 -0.0140 -2.6791  0.080
109 H -3.4462 1.0624 0.3834  0.037
110 H 5.3077 -0.9394 -0.9400  0.081
111 H 1.5251 -0.1852 -6.7111  0.102
112 H -3.6639 -1.4587 0.7763  0.087
113 H 2.1467 -0.9701 0.7569  -0.077
114 H -4.8960 0.9659 -0.6033  0.073
115 H 3.2933 -0.7507 1.7471  0.065
116 H -1.1178 -2.2604 3.6230  0.086
117 H 4.0577 0.8397 0.2229  0.064
118 H 3.5535 -1.2974 6.1397  0.105
119 H -0.4902 -5.5103 5.0351  0.128
120 H -0.8456 2.2714 -4.4454  0.114
121 H 0.6602 3.4773 -0.1353  0.048
122 H 0.5253 -0.9089 -1.5251  -0.068
123 H -3.0479 -2.0819 -4.0553  0.078
124 H 1.3953 4.1542 7.6824  0.104
125 H 1.0887 4.9023 -1.0876  0.080
126 H -0.3510 -0.2260 -5.1386  0.113
127 H -3.0541 -3.3713 -1.2729  0.096
128 H -3.5125 -3.7452 -3.6967  0.079
129 H -4.9726 0.5246 1.0998  0.082
130 H 2.9524 4.9030 -2.6161  0.079
131 H 3.2928 0.3604 4.3343  0.101

Cartesian forces, eV/Å:
Rb 0.45 -0.16 0.04
Ge 0.40 1.51 2.33
P 0.03 -0.94 0.52
P 1.08 0.84 -0.32
P -1.23 -0.66 -0.24
O -0.75 0.13 0.62
O 0.41 -0.66 -0.36
O -0.23 0.59 0.14
O 0.59 -0.12 0.17
N -0.12 -0.28 0.16
N 0.25 -0.22 0.95
N 0.01 -0.05 0.48
N 0.27 -0.24 0.11
C 0.21 0.04 0.20
C 0.02 -0.01 -0.29
C -0.26 0.01 -0.05
C 0.07 -0.03 0.20
C 0.11 -0.09 -0.27
C -0.62 0.10 -0.17
C -0.04 -0.03 -0.02
C -0.14 -0.16 0.18
C 0.00 -0.03 0.22
C -0.01 0.07 0.14
C 0.25 0.01 -0.03
C -0.21 0.01 0.27
C -0.26 -0.26 -0.14
C -0.19 -0.21 0.02
C -0.33 -0.19 0.31
C -0.07 0.14 -0.16
C 0.24 0.17 -0.04
C -0.19 0.10 -0.11
C -0.01 -0.05 0.03
C -0.08 -0.02 0.19
C 0.02 0.07 0.12
C -0.39 -0.63 -0.81
C -0.17 0.21 -0.26
C 0.10 -0.05 0.07
C 0.01 0.35 -0.39
C -0.21 -0.19 -0.07
C 0.11 0.09 0.07
C 0.25 0.03 -0.09
C -0.17 -0.15 -0.07
C 0.02 -0.17 0.00
C 0.22 0.02 0.05
C -0.04 -0.13 -0.02
C 0.29 0.19 0.10
C -0.17 0.11 -0.92
C -0.20 -0.04 0.10
C 0.42 0.04 0.20
C -0.17 0.27 -0.34
C 0.34 -0.62 -0.63
C 0.49 0.06 -0.35
C 0.17 0.24 0.12
C -0.06 -0.13 0.08
C 0.17 0.17 -0.20
C 0.06 -0.15 0.11
C 0.10 -0.10 0.14
C -0.29 -0.01 0.04
C -0.01 0.01 0.01
C 0.31 0.29 0.12
H 0.08 0.01 -0.04
H 0.03 0.11 -0.03
H -0.07 -0.08 -0.12
H -0.08 0.01 -0.01
H 0.01 0.10 -0.04
H -0.06 0.04 0.03
H -0.02 0.05 -0.09
H -0.09 0.01 0.07
H 0.01 -0.07 0.06
H -0.13 0.02 0.03
H -0.05 0.02 -0.08
H -0.04 -0.03 0.01
H -0.12 0.03 0.06
H -0.01 -0.06 -0.03
H 0.00 -0.01 -0.14
H 0.04 0.02 0.01
H -0.09 0.00 -0.09
H -0.12 -0.02 0.08
H -0.17 -0.06 -0.05
H -0.03 -0.15 0.14
H 0.00 0.03 -0.03
H -0.02 0.00 0.01
H 0.13 0.07 -0.09
H -0.22 0.37 -0.85
H 0.06 -0.03 0.03
H 0.00 0.03 -0.05
H -0.94 0.16 0.32
H 0.03 0.15 0.06
H 0.04 0.04 0.02
H 0.06 0.00 0.01
H -0.09 0.10 0.00
H 0.02 -0.06 0.02
H 0.02 -0.03 0.09
H -0.08 -0.01 0.04
H 0.01 -0.09 -0.07
H 0.14 -0.04 0.10
H 0.11 -0.01 0.02
H -0.03 -0.09 -0.05
H 0.20 0.04 0.01
H 0.04 0.07 0.08
H -0.01 -0.09 -0.11
H 0.03 0.00 -0.06
H -0.16 0.08 -0.04
H -0.01 -0.01 -0.07
H 0.10 0.06 -0.04
H 0.14 -0.07 -0.11
H 0.00 -0.04 -0.04
H -0.08 -0.04 0.06
H -0.02 0.15 -0.01
H 0.10 -0.06 0.04
H -0.02 -0.03 -0.05
H -0.05 0.06 -0.11
H 0.82 -0.37 -0.22
H 0.02 0.06 -0.05
H -0.01 -0.04 0.06
H 0.06 0.10 -0.02
H -0.01 0.05 -0.10
H 0.03 0.02 -0.01
H -0.04 0.10 -0.01
H 0.00 -0.01 -0.03
H -0.11 0.00 -0.03
H -0.15 0.13 -0.69
H 0.01 0.05 -0.06
H -0.06 -0.06 0.05
H -0.02 0.12 -0.03
H 0.00 0.02 -0.02
H 0.02 0.07 -0.03
H 0.00 -0.10 -0.03
H -0.08 0.00 0.06
H 0.00 0.12 0.00
H 0.09 0.00 -0.03

Properties
Strongest force on any atom   2.81 eV/Å
<S²>   0.75
Kohn-Sham gap (spin up / spin down)   6.54 / 4.96 eV
Energy above the lowest of the compared OMol25 structures with the same formula, charge and spin   41.6 kcal per mole
Multiplicity   2